Entry P
5
Properties=species:S:1:pos:R:3:mulliken_charge:R:1 method="wB97M-V/def2-TZVPD" smiles="O=C=CBr" charge=0
Br 2.54 0.18 0.03 -0.08
O -1.05 2.53 0.00 -0.37
C 0.53 0.63 -0.02 -0.74
C -0.27 1.65 0.08 0.87
H -0.11 -0.19 0.16 0.31

---

Entry Q
5
Properties=species:S:1:pos:R:3:mulliken_charge:R:1 method="wB97M-V/def2-TZVPD" charge=0
Br -2.62 -0.09 -0.16 0.01
O 1.55 0.58 -0.36 -0.10
C 2.42 0.31 0.31 0.09
C -0.82 -0.04 -0.30 -0.13
H -0.53 -0.76 0.51 0.14

---

Energy above the most stable structure, in hartree: entry P 0.0000; entry Q 0.0904

---

Entry P
8
Properties=species:S:1:pos:R:3:mulliken_charge:R:1 method="wB97M-V/def2-TZVPD" smiles="O=c1nnoc(=S)o1" charge=0
S -1.34 0.65 -2.25 -0.31
O 0.82 1.19 1.98 -0.40
O -0.87 -1.11 -0.45 -0.19
O -0.06 1.02 -0.09 -0.22
N 0.48 -1.59 0.02 0.04
N 1.12 -0.85 0.68 -0.05
C -0.73 0.19 -0.91 0.49
C 0.57 0.50 1.02 0.64

---

Entry Q
8
Properties=species:S:1:pos:R:3:mulliken_charge:R:1 method="wB97M-V/def2-TZVPD" smiles="O=c1nnoc(=S)o1" charge=0
S -2.67 -0.56 0.10 -0.29
O -0.99 1.33 -0.06 -0.23
O 2.02 -1.46 0.00 -0.49
O -0.21 -0.96 -0.10 -0.18
N 1.45 0.74 0.23 -0.04
N 0.62 1.61 -0.04 0.08
C -1.23 -0.01 -0.15 0.48
C 1.02 -0.68 0.03 0.67

---

Energy above the most stable structure, in hartree: entry P 0.0000; entry Q 0.0342